Record 1
Entry from OMol25: C20H22N4O5PdS as an isolated structure (ωB97M-V/def2-TZVPD).

Element x y z (Å)
Pd (0.11, 0.04, 0.61)
C (6.12, 4.39, -1.51)
C (4.76, 4.22, -0.89)
C (3.86, 5.28, -0.83)
C (2.61, 5.12, -0.25)
C (2.26, 3.90, 0.29)
C (3.14, 2.82, 0.24)
C (4.38, 2.99, -0.35)
S (0.66, 3.64, 1.05)
O (-0.07, 4.88, 0.86)
O (0.94, 3.25, 2.40)
N (0.09, 2.40, 0.26)
C (-0.43, 2.50, -1.00)
C (-0.52, 3.68, -1.79)
C (-1.10, 3.62, -3.04)
C (-1.58, 2.41, -3.52)
C (-1.42, 1.30, -2.70)
N (-0.87, 1.33, -1.50)
H (6.14, 5.24, -2.19)
H (6.42, 3.50, -2.06)
H (6.88, 4.57, -0.74)
H (4.14, 6.23, -1.27)
H (1.90, 5.93, -0.20)
H (2.83, 1.85, 0.63)
H (5.06, 2.15, -0.41)
H (-0.17, 4.62, -1.38)
H (-1.18, 4.52, -3.64)
H (-2.04, 2.33, -4.50)
H (-1.75, 0.32, -3.03)
C (2.01, -4.53, -2.72)
N (2.34, -3.42, -1.85)
C (3.62, -3.11, -1.54)
C (3.90, -2.10, -0.72)
C (2.81, -1.30, -0.15)
O (3.08, -0.38, 0.62)
N (1.52, -1.65, -0.46)
C (1.25, -2.68, -1.29)
O (0.13, -3.07, -1.63)
H (2.93, -5.06, -2.97)
H (1.53, -4.18, -3.64)
H (1.31, -5.20, -2.23)
H (4.39, -3.73, -2.00)
H (4.92, -1.84, -0.47)
C (-2.64, -1.65, 1.04)
O (-2.11, -1.33, 2.29)
C (-0.86, -0.66, 2.25)
C (-0.44, -0.31, 3.65)
H (-3.40, -0.92, 0.73)
H (-3.11, -2.64, 1.10)
H (-1.86, -1.67, 0.28)
H (-1.11, -0.77, 4.39)
H (-0.45, 0.78, 3.82)
H (0.59, -0.64, 3.84)

E_HOMO (spin up / spin down): 1.7 / -0.6 eV
total charge: -2
2S+1: 3
calculated total energy: -1896.56516 Ha
energy relative to the best compared isomer or geometry (same formula, charge and spin): 4.3 kcal per mole
⟨S²⟩: 2.007
orbital gap (spin up / spin down): 2.83 / 5.10 eV

natural (NBO) atomic charge list, values in e, 8 entries: 0.526, -0.619, -0.057, -0.243, -0.195, -0.330, -0.189, -0.166


Record 2
Entry from OMol25: C20H22N4O5PdS as an isolated structure in a non-equilibrium geometry (ωB97M-V/def2-TZVPD).

Element x y z (Å)
Pd (0.27, -0.82, -2.06)
C (-4.59, -0.11, 4.82)
C (-3.43, -0.31, 3.89)
C (-3.64, -0.60, 2.51)
C (-2.60, -0.81, 1.64)
C (-1.25, -0.74, 2.11)
C (-1.02, -0.48, 3.50)
C (-2.08, -0.28, 4.35)
S (0.05, -0.83, 0.99)
O (1.25, -0.34, 1.66)
O (0.16, -2.17, 0.44)
N (-0.40, 0.10, -0.28)
C (-0.23, 1.47, -0.23)
C (-0.10, 2.20, 0.98)
C (0.01, 3.56, 0.94)
C (-0.02, 4.22, -0.29)
C (-0.16, 3.44, -1.42)
N (-0.27, 2.11, -1.41)
H (-5.37, 0.52, 4.38)
H (-4.26, 0.37, 5.75)
H (-5.08, -1.06, 5.11)
H (-4.67, -0.65, 2.14)
H (-2.79, -1.01, 0.59)
H (0.00, -0.44, 3.86)
H (-1.89, -0.08, 5.40)
H (-0.08, 1.66, 1.92)
H (0.13, 4.12, 1.86)
H (0.08, 5.30, -0.37)
H (-0.20, 3.90, -2.40)
C (5.85, 0.74, -0.87)
N (4.83, -0.02, -1.56)
C (5.10, -1.22, -2.12)
C (4.15, -1.95, -2.72)
C (2.79, -1.42, -2.72)
O (1.84, -2.03, -3.25)
N (2.54, -0.24, -2.11)
C (3.51, 0.52, -1.56)
O (3.37, 1.64, -1.09)
H (6.83, 0.33, -1.11)
H (5.70, 0.71, 0.21)
H (5.80, 1.79, -1.17)
H (6.13, -1.56, -2.05)
H (4.36, -2.91, -3.17)
C (-1.78, -3.31, -1.79)
O (-2.36, -2.11, -2.33)
C (-1.53, -1.19, -2.79)
C (-2.35, -0.02, -3.23)
H (-1.84, -4.10, -2.54)
H (-2.36, -3.59, -0.91)
H (-0.75, -3.13, -1.50)
H (-3.23, -0.36, -3.80)
H (-1.76, 0.66, -3.83)
H (-2.70, 0.52, -2.35)

E_HOMO (spin up / spin down): 2.1 / -1.4 eV
total charge: -2
2S+1: 3
calculated total energy: -1896.55037 Ha
energy relative to the best compared isomer or geometry (same formula, charge and spin): 13.6 kcal per mole
⟨S²⟩: 2.042
orbital gap (spin up / spin down): 2.65 / 6.19 eV

natural (NBO) atomic charge list, values in e, 8 entries: 0.674, -0.604, -0.204, -0.268, -0.166, -0.572, -0.235, -0.257


Record 3
Entry from OMol25: C20H23As2CoF3NO12S2 as an isolated structure (ωB97M-V/def2-TZVPD).

Element x y z (Å)
Co (-0.77, -1.30, -1.96)
O (2.68, 0.12, -2.81)
S (1.99, -1.02, -2.24)
O (0.92, -0.53, -1.25)
O (2.86, -1.97, -1.58)
S (0.77, -1.92, -3.61)
C (-3.64, 3.16, -0.11)
O (-2.49, 2.36, 0.15)
C (-2.42, 1.82, 1.37)
O (-3.24, 1.95, 2.23)
C (-1.22, 0.91, 1.47)
C (-0.09, 1.27, 2.07)
As (1.53, 0.21, 2.42)
C (2.57, 0.98, 0.95)
C (1.03, -1.50, 1.60)
C (-0.15, -1.89, 1.13)
As (-1.57, -0.73, 0.47)
C (-3.11, -1.40, 1.46)
C (-0.42, -3.22, 0.48)
O (-0.57, -3.29, -0.71)
O (-0.68, -4.29, 1.24)
C (-0.56, -4.21, 2.66)
C (2.24, -2.37, 1.56)
O (3.32, -2.01, 1.97)
O (2.02, -3.55, 0.98)
C (3.19, -4.26, 0.55)
C (0.00, 2.68, 2.55)
O (-0.72, 3.59, 2.20)
O (1.00, 2.85, 3.43)
C (1.17, 4.18, 3.92)
H (-3.56, 4.10, 0.43)
H (-4.54, 2.64, 0.18)
H (-3.62, 3.33, -1.19)
H (2.75, 2.03, 1.18)
H (2.04, 0.87, 0.00)
H (3.52, 0.45, 0.89)
H (-2.93, -1.40, 2.54)
H (-3.31, -2.41, 1.09)
H (-3.97, -0.77, 1.24)
H (-1.04, -5.11, 3.05)
H (-1.06, -3.33, 3.06)
H (0.49, -4.20, 2.95)
H (2.81, -5.18, 0.11)
H (3.84, -4.47, 1.40)
H (3.70, -3.67, -0.20)
H (1.99, 4.13, 4.62)
H (0.26, 4.52, 4.41)
H (1.40, 4.86, 3.09)
F (-3.45, -2.01, -1.73)
C (-2.39, -2.05, -2.66)
F (-2.93, -1.42, -3.76)
F (-2.35, -3.37, -3.03)
O (-1.42, 0.69, -2.45)
N (-0.44, 1.42, -2.90)
C (-0.04, 1.29, -4.18)
C (0.99, 2.06, -4.67)
C (1.62, 2.97, -3.85)
C (1.20, 3.08, -2.53)
C (0.17, 2.29, -2.08)
H (-0.58, 0.54, -4.74)
H (1.30, 1.91, -5.70)
H (2.45, 3.56, -4.21)
H (1.68, 3.76, -1.84)
H (-0.22, 2.30, -1.07)

E_HOMO (spin up / spin down): -4.7 / -4.6 eV
total charge: -1
2S+1: 2
calculated total energy: -8683.89363 Ha
energy relative to the best compared isomer or geometry (same formula, charge and spin): 1.0 kcal per mole
⟨S²⟩: 0.763
orbital gap (spin up / spin down): 6.82 / 6.73 eV

natural (NBO) atomic charge list, values in e, 8 entries: 0.873, -1.012, 2.221, -1.105, -1.020, -0.623, -0.258, -0.497


Record 4
Entry from OMol25: a 2-piece molecular cluster, C20H23BFN2 overall in a non-equilibrium geometry (ωB97M-V/def2-TZVPD).

Element x y z (Å)
C (-3.33, -2.56, 4.22)
N (-2.74, -2.94, 2.94)
C (-3.43, -3.98, 2.18)
C (-1.54, -2.32, 2.45)
C (-0.29, -2.85, 2.75)
C (0.84, -2.24, 2.28)
N (0.76, -1.13, 1.50)
B (2.03, -0.50, 1.00)
H (1.82, 0.45, 0.34)
C (-0.44, -0.60, 1.19)
C (-1.60, -1.18, 1.65)
H (-2.73, -1.79, 4.70)
H (-4.34, -2.18, 4.07)
H (-3.37, -3.43, 4.88)
H (-2.90, -4.17, 1.25)
H (-3.47, -4.90, 2.76)
H (-4.44, -3.66, 1.94)
H (-0.23, -3.73, 3.36)
H (1.82, -2.63, 2.50)
H (2.72, -0.18, 1.91)
H (2.64, -1.27, 0.34)
H (-0.47, 0.27, 0.56)
H (-2.56, -0.77, 1.40)
F (-4.07, 0.59, -1.80)
C (-2.81, 1.09, -1.76)
C (-2.52, 2.19, -0.97)
C (-1.26, 2.72, -0.96)
C (-0.21, 2.17, -1.72)
C (1.06, 2.79, -1.63)
C (2.33, 2.51, -2.20)
C (3.41, 3.31, -1.76)
C (4.69, 3.11, -2.22)
C (4.94, 2.12, -3.16)
C (3.90, 1.33, -3.62)
C (2.62, 1.52, -3.16)
C (-0.53, 1.03, -2.50)
C (-1.80, 0.52, -2.52)
H (-3.30, 2.60, -0.36)
H (-1.05, 3.58, -0.35)
H (1.06, 3.65, -0.98)
H (3.23, 4.08, -1.03)
H (5.50, 3.71, -1.85)
H (5.94, 1.97, -3.52)
H (4.11, 0.56, -4.34)
H (1.84, 0.92, -3.57)
H (0.22, 0.55, -3.09)
H (-2.04, -0.35, -3.11)

E_HOMO: -10.6 eV
total charge: +1
calculated total energy: -1009.82907 Ha
energy relative to the best compared isomer or geometry (same formula, charge and spin): 6.3 kcal per mole
orbital gap: 4.80 eV

natural (NBO) atomic charge list, values in e, 8 entries: -0.395, -0.510, -0.394, 0.255, -0.239, 0.101, -0.372, -0.265


Record 5
Entry from OMol25: C20H23BrN4O2PtS2 as an isolated structure (ωB97M-V/def2-TZVPD).

Element x y z (Å)
Pt (1.13, 0.61, -0.27)
C (-0.82, 2.84, -0.75)
C (0.09, 2.64, -1.97)
N (1.45, 2.18, -1.56)
C (2.27, 3.23, -0.87)
C (3.10, 2.62, 0.25)
N (2.29, 1.65, 1.06)
C (1.42, 2.18, 2.14)
C (0.18, 2.83, 1.56)
N (-0.36, 2.02, 0.42)
H (-0.86, 3.89, -0.45)
H (-1.83, 2.54, -1.01)
H (-0.32, 1.84, -2.59)
H (0.16, 3.54, -2.58)
H (1.93, 1.85, -2.40)
H (2.93, 3.72, -1.59)
H (1.58, 3.99, -0.50)
H (3.93, 2.06, -0.17)
H (3.51, 3.40, 0.90)
H (2.93, 0.99, 1.49)
H (1.14, 1.32, 2.75)
H (1.98, 2.88, 2.77)
H (-0.58, 2.92, 2.33)
H (0.38, 3.84, 1.20)
H (-1.12, 1.41, 0.74)
S (2.82, -0.69, -1.17)
C (1.48, -1.23, -2.14)
N (0.40, -0.57, -1.81)
C (-0.75, -1.07, -2.43)
C (-2.06, -0.64, -2.27)
C (-3.03, -1.26, -3.03)
C (-2.71, -2.29, -3.93)
C (-1.41, -2.72, -4.09)
C (-0.43, -2.10, -3.32)
S (1.28, -2.46, -3.29)
H (-2.31, 0.12, -1.55)
H (-4.06, -0.96, -2.92)
H (-3.50, -2.75, -4.50)
H (-1.16, -3.51, -4.78)
Br (-1.36, -5.78, 5.19)
C (-1.08, -4.33, 4.03)
C (0.12, -3.62, 4.10)
C (0.33, -2.57, 3.23)
C (-0.65, -2.22, 2.31)
C (-1.85, -2.92, 2.25)
C (-2.06, -3.99, 3.11)
C (-0.47, -1.08, 1.38)
O (0.80, -0.77, 1.14)
O (-1.40, -0.45, 0.89)
H (0.87, -3.90, 4.83)
H (1.27, -2.03, 3.26)
H (-2.61, -2.64, 1.54)
H (-2.98, -4.56, 3.07)

E_HOMO: -13.3 eV
total charge: +2
calculated total energy: -4634.65760 Ha
energy relative to the best compared isomer or geometry (same formula, charge and spin): 1.6 kcal per mole
orbital gap: 6.03 eV

natural (NBO) atomic charge list, values in e, 8 entries: 1.342, -0.256, -0.246, -0.559, -0.256, -0.252, -0.539, -0.248


Record 6
Entry from OMol25: C20H23CaN4O2 as an isolated structure (ωB97M-V/def2-TZVPD).

Element x y z (Å)
Ca (-0.87, 0.12, -1.86)
C (1.63, -0.30, -4.43)
O (1.26, -0.05, -3.07)
C (2.31, 0.15, -2.17)
C (3.54, 0.65, -2.58)
C (4.55, 0.82, -1.64)
C (4.34, 0.50, -0.31)
C (3.11, 0.01, 0.09)
C (2.08, -0.17, -0.83)
N (0.79, -0.65, -0.50)
N (0.68, -1.17, 0.66)
C (-0.48, -1.72, 1.07)
C (-1.59, -2.04, 0.23)
O (-1.68, -1.70, -1.01)
C (-2.66, -2.81, 0.79)
C (-2.66, -3.19, 2.09)
C (-1.58, -2.87, 2.97)
C (-1.61, -3.27, 4.32)
C (-0.57, -2.97, 5.16)
C (0.52, -2.25, 4.66)
C (0.57, -1.84, 3.35)
C (-0.49, -2.14, 2.47)
H (2.44, -1.03, -4.47)
H (1.93, 0.62, -4.93)
H (0.75, -0.71, -4.92)
H (3.72, 0.89, -3.61)
H (5.51, 1.20, -1.96)
H (5.13, 0.63, 0.42)
H (2.92, -0.26, 1.13)
H (-3.47, -3.08, 0.12)
H (-3.49, -3.77, 2.48)
H (-2.47, -3.83, 4.68)
H (-0.59, -3.29, 6.19)
H (1.35, -2.02, 5.32)
H (1.42, -1.29, 2.99)
N (-0.11, 2.61, -1.84)
C (-1.07, 3.73, -1.66)
C (-1.89, 3.61, -0.38)
C (-3.04, 2.61, -0.40)
N (-2.58, 1.21, -0.31)
H (0.58, 2.65, -1.09)
H (0.43, 2.79, -2.68)
H (-1.73, 3.75, -2.52)
H (-0.54, 4.68, -1.64)
H (-2.32, 4.59, -0.19)
H (-1.23, 3.41, 0.47)
H (-3.60, 2.72, -1.33)
H (-3.72, 2.85, 0.41)
H (-3.38, 0.59, -0.34)
H (-2.18, 1.06, 0.62)

E_HOMO: -10.1 eV
total charge: +1
calculated total energy: -1822.93690 Ha
energy relative to the best compared isomer or geometry (same formula, charge and spin): 3.9 kcal per mole
orbital gap: 6.85 eV

natural (NBO) atomic charge list, values in e, 8 entries: 1.791, -0.253, -0.598, 0.235, -0.274, -0.190, -0.205, -0.213


Q: Which formula does entry 2 have?
A: C20H22N4O5PdS